1.
The following is a quantum chemistry calculation of 3 unconnected molecules or ions with the total composition C3H9N3O6 in a non-equilibrium geometry, from the OMol25 dataset.

The geometry in ORCA input format:
```
! RIJCOSX wB97M-V def2-TZVPD def2/J DEFGRID3
* xyz 0 1
C -0.007 -0.144 -1.798
N -1.361 0.322 -1.430
O -1.957 0.958 -2.309
O -1.784 -0.168 -0.384
H 0.691 0.647 -2.072
H -0.110 -0.827 -2.641
H 0.502 -0.714 -1.020
C 4.109 -0.666 -0.454
N 2.785 -0.188 0.043
O 2.697 0.317 1.161
O 1.831 -0.114 -0.738
H 4.315 -0.522 -1.515
H 4.128 -1.743 -0.287
H 4.904 -0.301 0.196
C -2.493 0.584 1.427
N -3.513 0.293 2.427
O -3.894 1.191 3.171
O -4.034 -0.784 2.381
H -2.166 1.614 1.572
H -2.958 0.294 0.484
H -1.684 -0.052 1.786
*
```

maximum force = 5.617 eV/Å
gap between HOMO and LUMO = 8.9 eV
E_HOMO = -9.95 eV
E = -19999.9908 eV
SMILES string = C[N+](=O)[O-].C[N+](=O)[O-].C[N+](=O)[O-]
relative energy (zero: lowest compared OMol25 entry of this formula, charge and spin) = 3.820 eV

These are the Löwdin partial charges, in e, on atoms 1 to 4:
1 C 0.006
2 N -0.336
3 O 0.083
4 O -0.027

***

2.
The following is a quantum chemistry calculation of a single C3H9N3OS molecule, from the OMol25 dataset.

The geometry in ORCA input format:
```
! RIJCOSX wB97M-V def2-TZVPD def2/J DEFGRID3
* xyz 0 1
C -3.666 -0.175 0.138
C -2.233 -0.546 -0.222
C -0.098 0.399 0.036
H -3.735 0.067 1.207
H -3.996 0.703 -0.452
H -4.367 -1.000 -0.055
H -2.208 -0.807 -1.265
H -1.918 -1.420 0.362
H 0.163 2.262 0.633
H 2.538 1.494 -0.007
H -0.023 -1.491 -0.751
H 1.931 -1.718 1.340
N -1.353 0.589 0.036
N 0.735 1.441 0.495
N 0.558 -0.776 -0.321
O 1.726 1.784 -0.450
S 2.138 -1.201 0.088
*
```

maximum force = 0.892 eV/Å
gap between HOMO and LUMO = 9.7 eV
E_HOMO = -9.08 eV
E = -20607.9620 eV
SMILES string = CC/N=C(/NO)NS
relative energy (zero: lowest compared OMol25 entry of this formula, charge and spin) = 2.160 eV

These are the Löwdin partial charges, in e, on atoms 1 to 4:
1 C -0.113
2 C -0.314
3 C -0.500
4 H 0.070

***

3.
The following is a quantum chemistry calculation of 2 unconnected molecules or ions with the total composition C3H9N3S2 in a non-equilibrium geometry, from the OMol25 dataset.

The geometry in ORCA input format:
```
! RIJCOSX wB97M-V def2-TZVPD def2/J DEFGRID3
* xyz 0 1
C 0.273 0.887 0.890
C 0.775 -0.454 0.308
C -0.348 -1.299 -0.529
H -1.822 1.396 -1.342
H -0.133 1.462 -2.144
H -0.027 2.896 0.248
H 0.144 0.136 2.583
H 1.019 -0.763 1.282
H 2.933 -1.947 0.826
H -0.010 -2.273 -0.422
H -0.091 -0.925 -1.514
H -2.540 -2.133 -0.492
N -0.757 1.847 -1.403
N 0.048 1.884 -0.104
N 0.041 0.934 2.063
S 2.375 -0.574 -0.404
S -1.878 -1.075 0.153
*
```

maximum force = 7.645 eV/Å
gap between HOMO and LUMO = 8.2 eV
E_HOMO = -9.11 eV
E = -29392.0779 eV
relative energy (zero: lowest compared OMol25 entry of this formula, charge and spin) = 4.847 eV

These are the Löwdin partial charges, in e, on atoms 1 to 4:
1 C -0.565
2 C -0.784
3 C -0.663
4 H 0.123

***

4.
The following is a quantum chemistry calculation of a gas-phase ion, C3H9N4 (charge +1) in a non-equilibrium geometry, from the OMol25 dataset.

The geometry in ORCA input format:
```
! RIJCOSX wB97M-V def2-TZVPD def2/J DEFGRID3
* xyz 1 1
C 1.461 -0.092 -0.324
C 0.978 -1.305 -0.001
C -0.147 0.983 0.908
N 0.763 1.126 -0.230
N -1.026 -0.048 0.493
N -1.481 0.159 -0.828
N -0.314 -1.392 0.340
H 2.540 -0.108 -0.533
H 1.519 -2.212 -0.113
H 0.404 0.839 1.793
H -0.777 1.952 0.991
H 1.301 2.004 -0.056
H -0.834 1.000 -1.123
H -2.481 0.142 -1.042
H -1.180 -0.824 -1.161
H -0.726 -2.225 0.884
*
```

maximum force = 5.387 eV/Å
gap between HOMO and LUMO = 9.3 eV
E_HOMO = -12.44 eV
E = -9207.0153 eV
SMILES string = [NH3+]N1CNC=CN1
relative energy (zero: lowest compared OMol25 entry of this formula, charge and spin) = 4.606 eV

These are the Löwdin partial charges, in e, on atoms 1 to 4:
1 C -0.130
2 C -0.152
3 C -0.187
4 N -0.063

***

5.
The following is a quantum chemistry calculation of 2 unconnected molecules or ions with the total composition C3H9N4 in a non-equilibrium geometry, from the OMol25 dataset.

The geometry in ORCA input format:
```
! RIJCOSX wB97M-V def2-TZVPD def2/J DEFGRID3
* xyz 1 1
C -0.502 -0.893 -0.086
C -0.541 2.757 -0.787
C 2.099 -3.208 0.244
N -0.196 0.202 0.551
N 0.150 -2.045 -0.303
N -1.059 2.648 0.353
N 1.425 -2.139 0.303
H -1.390 -0.888 -0.660
H -0.494 3.684 -1.320
H 2.905 -3.233 1.007
H 1.752 -4.144 -0.201
H 0.721 0.036 1.063
H -0.266 -2.647 -0.989
H -0.589 1.337 0.821
H -1.220 3.405 0.921
H -0.158 1.963 -1.290
*
```

maximum force = 4.094 eV/Å
gap between HOMO and LUMO = 10.8 eV
E_HOMO = -14.10 eV
E = -9208.2245 eV
relative energy (zero: lowest compared OMol25 entry of this formula, charge and spin) = 3.397 eV

These are the Löwdin partial charges, in e, on atoms 1 to 4:
1 C -0.181
2 C 0.020
3 C 0.016
4 N 0.109

***

6.
The following is a quantum chemistry calculation of a gas-phase ion, C3H9N4 (charge +1) in a non-equilibrium geometry, from the OMol25 dataset.

The geometry in ORCA input format:
```
! RIJCOSX wB97M-V def2-TZVPD def2/J DEFGRID3
* xyz 1 1
C -0.764 1.484 0.937
C -0.418 0.951 -0.500
C 0.649 -0.331 -0.511
N -0.549 0.925 2.009
N 0.224 -1.356 0.250
N 1.911 0.180 -0.152
N -0.919 -1.952 0.134
H -1.102 2.488 0.784
H -1.298 0.908 -1.061
H 0.141 1.665 -0.964
H 0.380 -0.652 -1.518
H 2.598 0.537 -0.865
H 2.469 -0.339 0.486
H -1.613 -1.721 -0.521
H -0.131 0.037 2.063
H -1.143 -2.719 0.707
*
```

maximum force = 4.732 eV/Å
gap between HOMO and LUMO (spin up / spin down) = 7.1 / 7.1 eV
E_HOMO (spin up / spin down) = -13.65 / -13.65 eV
E = -9206.6113 eV
SMILES string = [H]/N=C\C[C@@H](N)N=[NH2+]
relative energy (zero: lowest compared OMol25 entry of this formula, charge and spin) = 5.010 eV

These are the Löwdin partial charges, in e, on atoms 1 to 4:
1 C -0.187
2 C -0.026
3 C -0.406
4 N 0.157

***

7.
The following is a quantum chemistry calculation of a gas-phase ion, C3H9N4 (charge +1) in a non-equilibrium geometry, from the OMol25 dataset.

The geometry in ORCA input format:
```
! RIJCOSX wB97M-V def2-TZVPD def2/J DEFGRID3
* xyz 1 3
C -0.388 1.922 -0.131
C 0.711 0.882 -0.117
C 0.370 -0.522 0.415
N -1.562 1.682 0.146
N -0.725 -1.207 -0.324
N 0.084 -0.626 1.796
N -0.543 -1.617 -1.503
H -0.299 3.007 -0.419
H 1.202 0.650 -1.177
H 1.556 1.394 0.576
H 1.291 -1.038 0.089
H -0.326 0.167 2.186
H 0.048 -1.580 2.195
H 0.028 -1.274 -2.206
H -2.030 0.838 0.352
H -1.278 -2.281 -1.596
*
```

maximum force = 4.212 eV/Å
gap between HOMO and LUMO (spin up / spin down) = 8.5 / 4.8 eV
E_HOMO (spin up / spin down) = -12.12 / -13.45 eV
E = -9204.5468 eV
relative energy (zero: lowest compared OMol25 entry of this formula, charge and spin) = 2.662 eV

These are the Löwdin partial charges, in e, on atoms 1 to 4:
1 C -0.152
2 C -0.098
3 C -0.444
4 N 0.276

***

8.
The following is a quantum chemistry calculation of 2 unconnected molecules or ions with the total composition C3H9N4O2 in a non-equilibrium geometry, from the OMol25 dataset.

The geometry in ORCA input format:
```
! RIJCOSX wB97M-V def2-TZVPD def2/J DEFGRID3
* xyz -1 1
C 1.646 0.351 -1.078
C 0.952 -1.555 0.477
C -0.458 0.081 -0.416
N -1.512 -0.611 -0.051
N 0.225 1.706 1.098
N 0.695 -0.635 -0.618
N -2.742 -0.101 -0.118
O -2.955 0.923 -0.813
O -3.651 -0.654 0.489
H 1.920 0.936 -0.207
H 2.651 -0.161 -1.394
H 1.225 0.859 -1.968
H 1.438 -1.102 1.247
H 0.127 -1.993 1.003
H 1.489 -2.359 0.230
H -0.707 0.965 -1.023
H 0.256 1.070 1.930
H -0.600 2.279 1.211
*
```

maximum force = 4.258 eV/Å
gap between HOMO and LUMO (spin up / spin down) = 6.9 / 6.9 eV
E_HOMO (spin up / spin down) = -3.12 / -3.12 eV
E = -13307.5012 eV
relative energy (zero: lowest compared OMol25 entry of this formula, charge and spin) = 1.804 eV

These are the Löwdin partial charges, in e, on atoms 1 to 4:
1 C -0.124
2 C -0.071
3 C -0.278
4 N 0.061

***

9.
The following is a quantum chemistry calculation of a molecular structure, C3H9N4S in a non-equilibrium geometry, from the OMol25 dataset.

The geometry in ORCA input format:
```
! RIJCOSX wB97M-V def2-TZVPD def2/J DEFGRID3
* xyz 1 1
C -1.411 -0.008 -1.386
C -0.324 0.811 -0.695
C 0.792 0.691 1.836
N -0.809 -1.156 -1.985
N 0.971 0.452 -1.249
N -0.152 -0.038 0.996
N 0.171 -1.352 0.649
S 0.696 -1.193 -1.779
H -1.942 0.543 -2.308
H -0.424 1.911 -0.798
H 1.642 0.091 2.325
H 1.309 1.575 1.309
H 0.115 1.071 2.610
H 1.739 0.635 -0.622
H -0.728 -1.904 0.532
H -2.342 -0.316 -0.717
H 0.697 -1.813 1.281
*
```

maximum force = 4.638 eV/Å
gap between HOMO and LUMO (spin up / spin down) = 7.1 / 7.1 eV
E_HOMO (spin up / spin down) = -12.70 / -12.70 eV
E = -20040.9192 eV
relative energy (zero: lowest compared OMol25 entry of this formula, charge and spin) = 5.450 eV

These are the Löwdin partial charges, in e, on atoms 1 to 4:
1 C -0.278
2 C -0.194
3 C -0.101
4 N -0.338

***

10.
The following is a quantum chemistry calculation of 2 unconnected molecules or ions with the total composition C3H9NO in a non-equilibrium geometry, from the OMol25 dataset.

The geometry in ORCA input format:
```
! RIJCOSX wB97M-V def2-TZVPD def2/J DEFGRID3
* xyz -1 2
O 2.459 1.918 -1.955
C 1.814 1.788 -0.845
H 2.289 1.436 0.078
H 0.779 2.177 -0.778
C -1.797 -2.189 1.188
C -0.696 -1.181 0.874
N -1.175 0.133 0.393
H -2.301 -2.557 0.293
H -1.362 -3.045 1.694
H -2.546 -1.744 1.839
H -0.098 -1.029 1.765
H -0.018 -1.586 0.127
H -0.958 0.160 -0.608
H -2.192 0.116 0.404
*
```

maximum force = 1.040 eV/Å
gap between HOMO and LUMO (spin up / spin down) = 2.8 / 6.1 eV
E_HOMO (spin up / spin down) = 0.71 / -2.65 eV
E = -6792.4501 eV
relative energy (zero: lowest compared OMol25 entry of this formula, charge and spin) = 0.497 eV

These are the Löwdin partial charges, in e, on atoms 1 to 4:
1 O -0.379
2 C -0.431
3 H -0.043
4 H -0.039

***

11.
The following is a quantum chemistry calculation of a single C3H9NO molecule in a non-equilibrium geometry, from the OMol25 dataset.

The geometry in ORCA input format:
```
! RIJCOSX wB97M-V def2-TZVPD def2/J DEFGRID3
* xyz 0 1
C -1.157 0.007 0.306
C 0.109 0.457 -0.600
C 1.216 0.783 0.376
O 0.633 -0.357 -1.644
N -0.862 -0.796 1.478
H -1.809 -0.505 -0.413
H -1.450 1.033 0.551
H -0.204 1.379 -1.064
H 0.961 1.378 1.262
H 1.922 1.351 -0.256
H 1.900 0.017 0.780
H 0.675 -1.256 -1.305
H -1.689 -0.876 2.045
H -0.616 -1.704 1.110
*
```

maximum force = 2.731 eV/Å
gap between HOMO and LUMO = 10.3 eV
E_HOMO = -9.45 eV
E = -6793.5931 eV
SMILES string = C[C@@H](O)CN
relative energy (zero: lowest compared OMol25 entry of this formula, charge and spin) = 1.463 eV

These are the Löwdin partial charges, in e, on atoms 1 to 4:
1 C -0.237
2 C -0.420
3 C -0.097
4 O -0.039

***

12.
The following is a quantum chemistry calculation of a molecular structure, C3H9NO in a non-equilibrium geometry, from the OMol25 dataset.

The geometry in ORCA input format:
```
! RIJCOSX wB97M-V def2-TZVPD def2/J DEFGRID3
* xyz 0 1
C -0.132 0.064 -2.362
C 0.894 0.960 3.298
C 0.387 0.532 -1.048
N 0.826 0.667 2.050
O 0.909 -0.247 -0.302
H -1.014 0.538 -2.564
H 0.574 0.134 -3.163
H -0.372 -1.019 -2.213
H 0.273 0.497 4.075
H 1.658 1.786 3.615
H -2.527 -2.894 -1.084
H 0.189 1.543 -0.903
H -1.839 -2.523 -1.116
H 0.172 -0.039 1.717
*
```

maximum force = 3.233 eV/Å
gap between HOMO and LUMO = 10.4 eV
E_HOMO = -9.20 eV
E = -6791.4917 eV
relative energy (zero: lowest compared OMol25 entry of this formula, charge and spin) = 3.564 eV

These are the Löwdin partial charges, in e, on atoms 1 to 4:
1 C -0.049
2 C -0.138
3 C -0.310
4 N 0.005